Formula: C47H54N2OP2PdSSi
Source: the Open Molecules 2025 dataset
Level of theory: the ωB97M-V functional and the def2-TZVPD basis

Results
* HOMO level: -13.23 eV
* E_tot: -95405.53007 eV
* total charge: +2
* maximum force: 0.6 eV Å⁻¹
* orbital gap: 8.130 eV

CARTESIAN COORDINATES (ANGSTROEM)
1 Pd 0.39 -0.12 -0.02
2 S -0.70 -1.00 -1.95
3 P 1.85 0.69 1.48
4 P -3.01 1.11 1.30
5 Si 0.00 2.09 -0.43
6 O -1.65 1.33 2.05
7 N 0.45 -1.64 -4.26
8 N 1.84 -0.68 -2.72
9 C 4.45 -0.38 1.15
10 C 0.32 4.39 1.30
11 C -3.76 -1.05 -0.26
12 C 1.44 -1.01 5.21
13 C 0.91 5.07 2.36
14 C -5.25 0.72 2.88
15 C -2.55 -2.89 1.44
16 C 3.44 -2.83 -1.03
17 C -2.99 2.11 -0.17
18 C -0.80 -2.13 -4.85
19 C 3.70 -2.17 -3.52
20 C -4.37 3.25 -1.79
21 C -4.25 2.49 -0.64
22 C -4.35 1.64 2.34
23 C -0.70 -3.57 -5.32
24 C -6.26 1.16 3.72
25 C 1.40 -2.36 4.88
26 C -1.81 2.48 -0.85
27 C -4.47 3.00 2.63
28 C 5.30 1.73 -0.44
29 C -1.45 1.70 3.44
30 C 1.53 -2.74 3.55
31 C 0.63 -1.11 -3.06
32 C 6.15 0.67 -0.18
33 C 5.73 -0.38 0.62
34 C -3.24 3.64 -2.46
35 C -3.22 -3.32 0.29
36 C 3.06 -0.77 -3.51
37 C 4.02 1.74 0.10
38 C 0.27 -4.67 -3.20
39 C 0.63 3.05 1.06
40 C -2.50 -1.54 1.74
41 C -0.85 -4.63 -4.23
42 C -3.11 -0.62 0.89
43 C -5.48 3.43 3.47
44 C 2.17 3.10 2.94
45 C 3.58 0.67 0.89
46 C 4.38 -2.57 -2.21
47 C -3.82 -2.40 -0.55
48 C 1.62 -0.05 4.22
49 C 1.03 2.55 -1.93
50 C 1.70 -1.78 2.56
51 C -6.38 2.51 4.01
52 C -1.98 3.25 -2.00
53 C 1.77 -0.42 2.89
54 C 1.84 4.42 3.18
55 C 1.54 2.41 1.90
56 H 1.90 -0.24 -1.81
57 H 0.24 -3.72 -5.86
58 H -4.21 -0.33 -0.94
59 H 0.28 -3.77 -2.58
60 H 1.08 3.63 -2.10
61 H 7.15 0.67 -0.59
62 H 4.45 -2.16 -4.31
63 H -1.03 -1.47 -5.70
64 H 3.99 -3.24 -0.19
65 H 2.95 -1.91 -0.69
66 H 3.76 -0.06 -3.09
67 H 3.37 2.58 -0.09
68 H 0.16 -5.52 -2.54
69 H -0.86 2.61 3.46
70 H 2.31 4.96 3.98
71 H 1.79 -2.11 1.53
72 H 6.40 -1.20 0.84
73 H 0.63 2.07 -2.82
74 H 4.14 -1.21 1.78
75 H -0.91 0.88 3.91
76 H -6.96 0.45 4.13
77 H -5.16 -0.34 2.65
78 H 1.65 0.99 4.51
79 H 5.11 -1.81 -1.94
80 H -5.14 2.19 -0.10
81 H 1.24 -4.76 -3.69
82 H 5.63 2.57 -1.04
83 H -0.38 4.92 0.66
84 H -1.12 3.57 -2.57
85 H 2.85 -0.42 -4.53
86 H -3.26 -4.37 0.06
87 H 2.65 -3.54 -1.30
88 H -7.17 2.86 4.66
89 H 1.34 -0.70 6.24
90 H -1.97 -1.21 2.63
91 H 2.92 2.61 3.55
92 H -1.49 -3.72 -6.06
93 H 2.96 -2.92 -3.80
94 H -3.31 4.25 -3.36
95 H 1.27 -3.11 5.65
96 H 4.95 -3.48 -2.40
97 H 1.50 -3.79 3.28
98 H -2.08 -3.61 2.09
99 H -1.81 -4.47 -3.72
100 H -3.78 3.72 2.20
101 H -2.41 1.86 3.94
102 H -0.93 -5.61 -4.71
103 H 0.66 6.10 2.55
104 H -5.35 3.54 -2.15
105 H 2.06 2.20 -1.79
106 H -4.33 -2.73 -1.45
107 H -5.58 4.48 3.70
108 H -1.59 -2.01 -4.12
109 H 1.26 -1.73 -4.85



Formula: C47H55BN16O3PbS3
Source: the Open Molecules 2025 dataset
Level of theory: the ωB97M-V functional and the def2-TZVPD basis

Results
* HOMO level (alpha / beta): -12.19 / -12.02 eV
* E_tot: -118033.25924 eV
* total charge: +2
* maximum force: 2.1 eV Å⁻¹
* orbital gap (alpha / beta): 4.601 / 4.376 eV

CARTESIAN COORDINATES (ANGSTROEM)
1 Pb 0.48 0.07 0.18
2 S -0.35 1.54 -2.33
3 S -0.26 2.32 1.78
4 S -2.77 -1.29 -0.53
5 O -0.02 -1.74 -1.43
6 O 2.14 -0.20 -1.62
7 O 1.02 -1.23 6.68
8 N -5.02 -0.43 -1.81
9 N -2.19 -2.25 3.09
10 N -0.63 4.25 -2.12
11 N -1.31 -3.24 2.94
12 N -2.47 2.20 3.43
13 N -2.10 3.06 -0.97
14 N 0.69 -0.04 8.49
15 N 4.24 -0.65 2.71
16 N 4.01 0.62 3.02
17 N -3.83 1.17 -0.86
18 N 0.77 -1.71 -2.46
19 N -0.15 -1.06 8.52
20 N -2.89 2.21 1.27
21 N 1.82 -1.02 -2.52
22 N -0.49 -1.54 1.87
23 N 2.51 0.10 1.54
24 C -1.68 -1.24 2.44
25 C 0.76 6.11 -2.91
26 C -1.91 2.20 2.20
27 C -0.39 1.71 4.74
28 C -1.71 -3.46 7.82
29 C -3.90 -0.17 -1.10
30 C -0.76 -2.88 6.98
31 C -1.55 -4.19 5.13
32 C -5.67 0.76 -2.01
33 C 1.79 3.97 -2.18
34 C 0.58 4.60 -2.89
35 C -3.83 2.26 3.26
36 C 1.19 -2.33 -4.75
37 C -1.50 -4.48 3.64
38 C -1.47 5.12 -1.48
39 C -5.46 -1.75 -2.30
40 C -4.93 1.74 -1.43
41 C 4.28 2.63 6.09
42 C -5.76 -2.67 -1.10
43 C 4.01 1.51 5.30
44 C 2.67 1.92 7.71
45 C -4.36 -2.34 -3.19
46 C 3.07 0.60 5.72
47 C -0.65 -3.27 5.65
48 C -2.38 4.39 -0.79
49 C 2.39 0.80 6.93
50 C 1.39 -0.14 7.39
51 C 3.61 2.83 7.28
52 C -6.74 -1.60 -3.12
53 C -2.62 0.94 5.51
54 C -1.03 3.00 -1.79
55 C -4.08 2.26 1.93
56 C -2.57 -4.41 7.30
57 C 0.44 4.08 -4.32
58 C -0.38 -3.61 -3.43
59 C 0.04 -1.77 7.45
60 C -2.06 3.39 5.52
61 C 2.97 1.07 2.31
62 C 0.52 -2.56 -3.56
63 C 4.79 1.30 4.02
64 C -0.57 -4.47 -4.50
65 C 3.33 -0.94 1.82
66 C 0.11 -4.25 -5.69
67 C -0.28 -2.80 2.21
68 C -1.88 2.07 4.78
69 C 0.97 -3.18 -5.82
70 C -2.52 -4.75 5.96
71 B -2.63 1.85 -0.20
72 H -1.57 4.20 4.98
73 H -3.66 1.19 5.71
74 H -5.13 2.79 -1.38
75 H 5.13 2.26 3.62
76 H 1.80 4.25 -1.13
77 H -1.25 -5.30 -4.41
78 H -6.58 -2.27 -0.51
79 H 1.65 6.35 -3.47
80 H -7.02 -2.58 -3.50
81 H -0.06 1.52 5.76
82 H -4.69 -3.29 -3.60
83 H 0.11 -2.83 5.03
84 H -4.89 -2.80 -0.46
85 H -4.51 2.29 4.08
86 H -7.56 -1.24 -2.51
87 H -2.45 -4.92 3.32
88 H -3.19 4.72 -0.17
89 H -2.14 0.75 6.47
90 H -0.22 0.81 4.14
91 H -1.77 1.03 -0.19
92 H -3.11 3.64 5.65
93 H -0.69 -5.16 3.39
94 H -0.04 -4.93 -6.52
95 H -6.59 -0.95 -3.97
96 H 2.85 -0.29 5.14
97 H -3.45 -2.51 -2.63
98 H 0.57 -3.39 1.94
99 H -4.15 -1.67 -4.01
100 H -0.42 4.54 -4.81
101 H 1.34 4.35 -4.88
102 H -1.76 -3.15 8.85
103 H 1.87 -1.49 -4.83
104 H 3.26 -1.90 1.34
105 H -3.24 -5.44 5.55
106 H -6.06 -3.65 -1.48
107 H 0.20 2.52 4.34
108 H -2.59 0.02 4.92
109 H -1.37 6.18 -1.56
110 H -1.60 3.32 6.50
111 H 2.58 2.07 2.36
112 H 1.48 -3.01 -6.76
113 H 2.70 4.32 -2.65
114 H -2.16 -0.29 2.37
115 H 5.66 0.67 4.21
116 H 0.34 3.00 -4.35
117 H -5.02 2.29 1.42
118 H -6.59 0.84 -2.55
119 H -3.31 -4.87 7.94
120 H 1.77 2.88 -2.26
121 H 5.03 3.34 5.77
122 H 0.88 6.51 -1.90
123 H -0.90 -3.74 -2.49
124 H -0.08 6.61 -3.39
125 H 3.83 3.70 7.88
126 H 2.13 2.05 8.63



Formula: C47H55IN7OS6W
Source: the Open Molecules 2025 dataset
Level of theory: the ωB97M-V functional and the def2-TZVPD basis

Results
* HOMO level (alpha / beta): -8.17 / -9.19 eV
* E_tot: -137045.07212 eV
* total charge: +1
* 2S+1: 3
* maximum force: 1.0 eV Å⁻¹
* orbital gap (alpha / beta): 5.135 / 5.085 eV

CARTESIAN COORDINATES (ANGSTROEM)
1 W -0.27 -0.26 -0.87
2 I 5.97 1.82 -0.66
3 S 2.64 -1.67 0.79
4 S -0.04 1.80 -5.71
5 S 0.44 0.69 -8.42
6 S 0.78 -1.39 -3.02
7 S -0.12 1.58 -2.74
8 S 0.85 -0.96 -5.99
9 O 1.88 0.70 -0.76
10 N 3.57 0.12 -2.13
11 N -0.34 -0.72 1.34
12 N 1.33 -1.87 -0.31
13 N -0.14 1.68 0.37
14 N -2.22 0.27 -1.18
15 N 1.96 -4.14 -0.46
16 N -1.12 -2.29 -0.99
17 C 0.55 -0.42 -4.37
18 C 0.14 0.90 -4.24
19 C 0.14 4.05 0.64
20 C 5.18 -2.40 -0.08
21 C 4.21 -4.79 -1.15
22 C -0.24 2.94 -0.09
23 C -2.10 -4.89 -1.50
24 C -3.33 2.19 0.10
25 C -0.22 -2.32 3.12
26 C -0.58 -1.94 1.85
27 C -3.10 0.04 1.20
28 C 0.46 -1.44 3.96
29 C -0.09 6.14 2.81
30 C -2.46 -1.92 -5.64
31 C -2.97 -3.81 -1.26
32 C -2.79 -0.75 -4.76
33 C -3.83 1.39 -4.41
34 C 3.82 -2.70 -0.02
35 C -2.45 -2.57 -1.04
36 C 0.93 -1.82 5.35
37 C 0.22 0.18 2.18
38 C -2.39 -0.75 -3.42
39 C 2.26 5.77 2.01
40 C -3.50 0.34 -5.25
41 C 0.65 2.63 2.44
42 C 1.49 4.76 4.16
43 C 0.48 0.54 -6.80
44 C -4.62 2.56 -4.92
45 C 2.37 -1.31 5.57
46 C -4.71 0.16 -0.62
47 C 0.27 1.55 1.65
48 C -0.76 -4.67 -1.39
49 C 3.86 1.92 -0.48
50 C 5.57 -4.50 -1.17
51 C -0.28 -3.39 -1.04
52 C 6.05 -3.32 -0.64
53 C 0.62 3.92 1.94
54 C 1.04 -3.13 -0.61
55 C 1.06 5.13 2.74
56 C -3.31 0.67 -0.18
57 C 3.34 -3.88 -0.56
58 C 0.91 -3.33 5.56
59 C 0.65 -0.16 3.46
60 C 3.05 0.83 -1.14
61 C 0.00 -1.15 6.37
62 C -2.69 0.29 -2.55
63 C -3.44 1.35 -3.08
64 H -4.23 3.50 -4.53
65 H -0.66 3.09 -1.07
66 H -2.08 -1.60 -6.61
67 H 2.58 6.66 2.55
68 H 1.13 0.59 4.06
69 H -4.59 2.61 -6.01
70 H 5.54 -1.47 0.33
71 H 0.01 -0.06 6.27
72 H 0.95 2.45 3.46
73 H -1.72 -2.57 -5.17
74 H -1.08 -2.65 1.20
75 H 3.55 2.87 -0.91
76 H 3.00 -0.61 -2.56
77 H 2.73 -1.65 6.54
78 H 3.04 -1.70 4.80
79 H -3.36 -2.52 -5.83
80 H -3.00 -1.04 1.15
81 H 2.00 6.07 1.00
82 H -0.46 -3.33 3.43
83 H 0.03 5.02 0.17
84 H -1.03 -1.49 6.24
85 H 2.43 -0.23 5.56
86 H -5.66 2.49 -4.62
87 H -3.79 0.36 -6.29
88 H -3.24 2.82 -0.78
89 H 0.31 -1.40 7.38
90 H -0.07 -5.49 -1.55
91 H 1.67 -5.06 -0.75
92 H 7.11 -3.10 -0.67
93 H -2.26 0.46 1.74
94 H 1.79 5.67 4.69
95 H -2.48 -5.87 -1.76
96 H -4.79 -0.09 -1.67
97 H 0.67 4.31 4.72
98 H 3.83 -5.71 -1.57
99 H 3.61 1.91 0.58
100 H -3.11 -1.73 -0.92
101 H 1.51 -3.85 4.81
102 H 6.25 -5.22 -1.62
103 H -5.47 0.91 -0.42
104 H -0.97 5.70 3.29
105 H 1.33 -3.57 6.54
106 H -3.73 2.19 -2.47
107 H 0.21 7.01 3.40
108 H -3.99 0.26 1.79
109 H -0.39 6.50 1.83
110 H 4.55 0.20 -2.37
111 H -1.81 -1.59 -3.09
112 H -4.05 -3.93 -1.28
113 H -4.27 2.45 0.60
114 H 3.10 5.08 1.96
115 H -2.53 2.47 0.78
116 H -4.98 -0.73 -0.05
117 H -0.10 -3.73 5.54
118 H 2.34 4.09 4.17



Formula: C47H55LuNO3S4Te2
Source: the Open Molecules 2025 dataset
Level of theory: the ωB97M-V functional and the def2-TZVPD basis

Results
* HOMO level (alpha / beta): -2.39 / -2.39 eV
* E_tot: -148799.06791 eV
* total charge: -1
* maximum force: 12.6 eV Å⁻¹
* orbital gap (alpha / beta): 4.123 / 4.124 eV

CARTESIAN COORDINATES (ANGSTROEM)
1 Lu -0.32 0.48 0.06
2 Te -2.77 -0.79 -1.02
3 Te -1.40 3.24 0.06
4 S -0.62 -1.83 1.28
5 S 2.01 -1.69 -0.08
6 S 0.15 0.88 3.32
7 S -2.15 0.38 1.94
8 O 0.55 1.32 1.94
9 O 1.71 -0.32 0.44
10 O 0.53 -0.95 -1.32
11 N -0.63 0.88 -2.12
12 C 1.65 -1.50 3.23
13 C 2.47 -1.50 -3.24
14 C -6.80 -2.93 -2.85
15 C 1.53 -3.72 -3.46
16 C 3.45 -3.07 -4.79
17 C -0.80 5.95 1.07
18 C 2.51 1.29 6.63
19 C 3.74 2.19 4.76
20 C 1.44 1.00 5.78
21 C 3.43 -1.81 -4.20
22 C -5.02 -1.30 -3.05
23 C -1.98 8.49 0.88
24 C -0.18 4.60 1.16
25 C 1.52 -2.45 -2.86
26 C 2.67 1.90 3.92
27 C -5.14 -2.73 -1.10
28 C -2.36 0.79 -5.12
29 C 2.50 -4.02 -4.42
30 C -1.99 6.12 0.34
31 C 1.27 -2.90 1.06
32 C -1.87 -3.46 3.18
33 C 1.52 1.29 4.42
34 C 0.51 -2.08 -1.82
35 C -1.01 1.36 -4.69
36 C 5.92 -1.22 1.05
37 C -0.80 1.09 -3.25
38 C 5.70 -3.46 0.17
39 C -0.99 2.87 -4.93
40 C -3.58 -0.97 3.91
41 C -6.29 -3.34 -1.62
42 C 3.76 -1.99 0.25
43 C 6.48 -2.46 0.74
44 C -1.77 -2.11 2.54
45 C 3.66 1.88 6.12
46 C -0.52 -3.09 -1.40
47 C -0.21 7.05 1.70
48 C 0.11 0.69 -5.50
49 C -0.80 8.32 1.61
50 C -2.62 4.95 -0.33
51 C 4.34 -3.23 -0.08
52 C -4.51 -1.71 -1.81
53 C 1.73 -2.85 2.51
54 C -2.51 -1.04 2.86
55 C -2.58 7.39 0.25
56 C 4.57 -0.99 0.80
57 C 0.24 -0.94 3.37
58 C -6.17 -1.91 -3.57
59 H -3.19 1.24 -4.55
60 H -7.69 -3.40 -3.25
61 H -1.14 3.11 -5.99
62 H 1.24 1.60 -0.54
63 H -0.14 4.29 2.23
64 H 7.54 -2.63 0.93
65 H 1.14 -3.58 3.08
66 H 2.33 -0.80 2.74
67 H -0.34 9.17 2.10
68 H -2.41 -0.30 -4.95
69 H -4.54 -0.71 3.47
70 H -1.17 -4.19 2.75
71 H -4.75 -3.06 -0.14
72 H 0.19 -2.75 1.00
73 H 0.81 -4.49 -3.19
74 H 4.19 -3.31 -5.54
75 H 4.14 -0.02 1.04
76 H -2.44 9.47 0.81
77 H -0.01 0.87 -6.57
78 H -2.66 5.13 -1.43
79 H 2.44 1.05 7.69
80 H 3.75 -4.01 -0.54
81 H -1.77 3.38 -4.36
82 H 6.53 -0.43 1.48
83 H -0.03 3.31 -4.62
84 H 2.07 -1.63 4.24
85 H 1.46 -3.90 0.65
86 H -1.18 -2.65 -0.64
87 H -1.66 -3.40 4.25
88 H 0.71 6.93 2.26
89 H 1.10 1.08 -5.21
90 H 0.84 4.63 0.71
91 H 2.75 2.14 2.85
92 H 4.50 2.11 6.78
93 H -0.04 -3.97 -0.97
94 H -2.55 0.97 -6.18
95 H -3.49 7.53 -0.31
96 H 4.17 -1.06 -4.49
97 H 2.77 -3.20 2.58
98 H 2.47 -0.51 -2.78
99 H 4.64 2.66 4.36
100 H -6.57 -1.59 -4.52
101 H 0.13 -0.39 -5.34
102 H -1.15 -3.37 -2.26
103 H -3.64 4.78 0.08
104 H -0.21 -1.27 4.31
105 H -0.42 -1.28 2.56
106 H -4.54 -0.51 -3.60
107 H -3.33 -0.23 4.68
108 H 2.51 -5.01 -4.88
109 H -2.88 -3.88 3.04
110 H -3.71 -1.93 4.43
111 H -6.78 -4.14 -1.07
112 H 0.54 0.54 6.20
113 H 6.14 -4.42 -0.08